1.
This record from the OMol25 dataset describes a 2-piece molecular cluster, C3H6O overall at a distorted geometry. The level of theory is the ωB97M-V functional and the def2-TZVPD basis.

Structure (ORCA input):
```
! RIJCOSX wB97M-V def2-TZVPD def2/J DEFGRID3
* xyz 0 1
O 1.57453 -0.58807 -0.34135
C 0.42028 -0.11329 0.10859
C -0.31595 1.14556 0.17316
C -0.58798 -0.15813 0.91653
H 1.76884 -1.37742 0.18329
H -0.36090 -0.83469 -1.75086
H -0.99584 1.51459 -0.60474
H 0.24725 1.93105 0.67727
H -0.79517 -0.93720 -1.15036
H -0.98916 -0.61431 1.79836
*
```

Its highest occupied orbital energy is -0.3204 Eh. Its total energy is -192.98421 a.u. As for the SMILES: OC1=CC1.[H][H]. The orbital gap comes out at 0.3480 Ha. Its LUMO energy is 0.75 eV. As for the energy above the lowest of the compared OMol25 structures with the same formula, charge and spin: 417.43 kJ/mol. The calculation puts the molar mass at 58.08 u.

***

2.
This record from the OMol25 dataset describes one molecule with the formula C3H6O2 at a distorted geometry. The level of theory is the ωB97M-V functional and the def2-TZVPD basis.

Structure (ORCA input):
```
! RIJCOSX wB97M-V def2-TZVPD def2/J DEFGRID3
* xyz 0 1
C 0.20962 0.57659 0.46354
C 1.57874 0.28469 0.02779
C -0.91570 -0.57732 -0.42352
O -0.44190 1.24932 1.20391
O -2.18312 -0.05175 -0.40262
H 1.75339 0.64440 -0.92832
H 2.28177 0.74340 0.71181
H 1.73072 -0.81700 0.05808
H -0.94792 -1.52692 0.28954
H -0.68107 -0.65653 -1.50472
H -2.38453 0.13111 0.50452
*
```

Its highest occupied orbital energy is -0.3177 Eh. Its total energy is -268.32377 a.u. As for the SMILES: CC(=O)CO. The orbital gap comes out at 0.3476 Ha. Its LUMO energy is 0.81 eV. As for the energy above the lowest of the compared OMol25 structures with the same formula, charge and spin: 213.85 kJ/mol. The calculation puts the molar mass at 74.08 u.

***

3.
This record from the OMol25 dataset describes one molecule with the formula C3H6O2 at a distorted geometry. The level of theory is the ωB97M-V functional and the def2-TZVPD basis.

Structure (ORCA input):
```
! RIJCOSX wB97M-V def2-TZVPD def2/J DEFGRID3
* xyz 0 1
O 1.32346 -1.01839 1.83696
C 0.43128 -0.77682 0.82218
C -0.44433 0.83647 -1.77581
C -0.58305 0.81644 -0.46166
O 0.45007 0.56897 0.42490
H 0.99889 -0.66946 2.67227
H 0.71330 -1.44235 -0.00809
H -0.59871 -1.02704 1.13148
H -1.26528 1.08613 -2.44165
H 0.52653 0.60898 -2.19988
H -1.55217 1.01708 -0.00070
*
```

Its highest occupied orbital energy is -0.3674 Eh. Its total energy is -268.33559 a.u. As for the SMILES: C=COCO. The orbital gap comes out at 0.4014 Ha. Its LUMO energy is 0.93 eV. As for the energy above the lowest of the compared OMol25 structures with the same formula, charge and spin: 182.81 kJ/mol. The calculation puts the molar mass at 74.08 u.